[1]
The following is a DFT calculation (ωB97M-V/def2-TZVPD) of a 3-piece molecular cluster, C16H39BrF2N8O6P2 overall in a non-equilibrium geometry.

The HOMO energy comes out at -7.91 eV. Its gap between HOMO and LUMO is 0.2822 Eh. Its SMILES is N[C@](Br)(OC=O)N(C(=O)F)C(=O)F.CN(C)P(=O)(N(C)C)N(C)C.CN(C)P(=O)(N(C)C)N(C)C. Its strongest force on any atom is 6.12 eV Å⁻¹. As for the energy above the lowest of the compared OMol25 structures with the same formula, charge and spin: 82.7 kcal per mole. The value obtained for the calculated total energy is -135481.54550 eV. As for the spin multiplicity: 1.

Geometry as XYZ:
```
74
C16H39BrF2N8O6P2 (ωB97M-V/def2-TZVPD)
N 0.4552 -0.1628 -1.1326
C 1.0747 -1.4371 -1.3494
Br 1.9591 -1.9155 0.3575
O 1.9900 -1.2389 -2.4085
C 2.9780 -2.1812 -2.5561
O 3.8504 -1.9632 -3.3334
N -0.0169 -2.3937 -1.6777
C 0.2660 -3.7609 -1.3293
O -0.1854 -4.2334 -0.3428
F 1.0020 -4.5192 -2.1434
C -0.4521 -2.2609 -3.0437
O -1.4881 -1.7554 -3.3140
F 0.3178 -2.7593 -4.0016
H 0.7247 0.2152 -0.2373
H 0.8286 0.4741 -1.8282
H 2.9878 -3.1183 -1.9938
C 2.0954 5.2347 -0.6256
N 3.2079 4.4665 -0.0873
C 2.9735 4.1988 1.3270
P 3.7756 3.0529 -0.9104
O 2.4914 2.2352 -0.8849
N 3.9180 3.2170 -2.6090
C 3.8264 4.4633 -3.3319
C 3.3833 2.1235 -3.4141
N 5.4774 3.5927 -0.7586
C 6.3529 2.5145 -0.2692
C 5.8960 4.8569 -0.1712
H 1.8810 6.0807 0.0315
H 1.1784 4.6434 -0.7318
H 2.3428 5.6729 -1.5902
H 3.8291 3.6681 1.7621
H 2.0810 3.5820 1.4848
H 2.8618 5.1332 1.8809
H 2.7830 4.7479 -3.5193
H 4.3259 4.3764 -4.3010
H 4.3269 5.2800 -2.8104
H 2.2958 2.2079 -3.5510
H 3.5902 1.1609 -2.9516
H 3.8555 2.1125 -4.3984
H 6.1923 2.3129 0.7955
H 7.4043 2.7612 -0.4223
H 6.1533 1.5900 -0.8217
H 5.7678 4.8923 0.9167
H 5.3706 5.6990 -0.6105
H 6.9585 5.0047 -0.3880
C -2.9975 -4.4195 1.5014
N -3.6503 -3.6707 2.5657
C -2.8895 -3.8113 3.8002
P -4.1298 -2.0270 2.3047
O -2.7666 -1.4308 1.9891
N -4.8811 -1.7164 0.7961
C -5.3294 -2.7276 -0.1303
C -4.4194 -0.5358 0.0729
N -5.7524 -2.3451 2.9997
C -6.1363 -1.3223 3.9855
C -6.2185 -3.6473 3.4511
H -2.7615 -5.4295 1.8463
H -2.0715 -3.9512 1.1585
H -3.6573 -4.5557 0.6461
H -3.3992 -3.2962 4.6238
H -1.8825 -3.3866 3.7112
H -2.8079 -4.8633 4.0828
H -4.5077 -3.0959 -0.7584
H -6.0974 -2.3197 -0.7945
H -5.7930 -3.5748 0.3772
H -3.4952 -0.7307 -0.4866
H -4.2299 0.2882 0.7577
H -5.1860 -0.1999 -0.6295
H -5.5779 -1.4303 4.9223
H -7.2034 -1.3710 4.2087
H -5.9346 -0.3227 3.5860
H -5.7351 -3.9839 4.3758
H -6.0820 -4.4099 2.6907
H -7.2951 -3.5845 3.6398
```

---

[2]
The following is a DFT calculation (ωB97M-V/def2-TZVPD) of a 3-piece molecular cluster, C16H40BrN2O2 overall in a non-equilibrium geometry.

The HOMO energy comes out at -10.14 eV. The net charge is +1. Its gap between HOMO and LUMO is 0.2975 Eh. Its strongest force on any atom is 2.89 eV Å⁻¹. As for the energy above the lowest of the compared OMol25 structures with the same formula, charge and spin: 12.4 kcal per mole. The value obtained for the calculated total energy is -94350.66056 eV. As for the spin multiplicity: 1.

Geometry as XYZ:
```
61
C16H40BrN2O2 (ωB97M-V/def2-TZVPD)
C 0.2298 -0.8782 2.8943
C 0.1467 0.5733 3.2065
N 0.9121 1.6175 2.3238
C 0.1045 1.7644 1.0875
C 0.8507 2.9340 3.0749
C 1.3189 4.1586 2.3324
C 2.2626 1.2824 1.9547
C 3.3384 1.3891 2.9798
O 3.0407 0.5493 3.9981
C 3.9093 0.6020 5.1212
H 1.0153 -1.3697 3.4901
H 0.4554 -1.0715 1.8420
H -0.6998 -1.3519 3.1734
H 0.5433 0.8000 4.1824
H -0.8979 0.8753 3.1134
H 0.1265 0.8176 0.5343
H 0.5593 2.4764 0.4016
H -0.9148 2.0918 1.3650
H 1.4587 2.8635 3.9789
H -0.1996 3.0959 3.2714
H 2.3572 4.0240 1.9818
H 1.3600 4.9776 3.0672
H 0.6089 4.5263 1.5932
H 2.4941 1.8477 1.0547
H 2.2547 0.2617 1.5731
H 3.5909 2.4310 3.2853
H 4.2879 1.1290 2.4944
H 4.8733 0.1096 4.9532
H 3.3913 0.1339 5.9508
H 4.1308 1.6360 5.4968
C -0.4022 -2.8610 -1.7430
C -1.8065 -2.5381 -2.2488
N -2.1850 -1.1106 -2.4987
C -3.5905 -1.0142 -2.8672
C -1.9469 -0.4136 -1.2331
C -2.5042 -0.9737 0.0482
C -1.4003 -0.4887 -3.5280
C -1.6951 -0.9466 -4.8962
O -1.2396 -2.3134 -5.0348
C 0.1172 -2.3817 -5.5852
H -0.0945 -2.4072 -0.7927
H 0.3381 -2.6581 -2.5125
H -0.4560 -3.9501 -1.7411
H -2.5472 -2.8477 -1.4990
H -1.9733 -3.0636 -3.1767
H -3.8704 -0.0333 -3.2633
H -4.1401 -1.2515 -1.9827
H -3.7004 -1.7253 -3.6622
H -2.4601 0.5450 -1.3138
H -0.8631 -0.2260 -1.2033
H -3.5381 -1.3154 -0.0141
H -2.5223 -0.1648 0.7884
H -1.8908 -1.7865 0.4121
H -0.3249 -0.6322 -3.3419
H -1.5138 0.5982 -3.3659
H -1.0544 -0.4056 -5.5857
H -2.7332 -0.9076 -5.1815
H 0.3551 -3.4197 -5.7866
H 0.8292 -2.0066 -4.8408
H 0.1352 -1.8387 -6.5452
Br 1.7691 0.2417 -1.5810
```

---

[3]
The following is a DFT calculation (ωB97M-V/def2-TZVPD) of C16H40LiN2O12P as an isolated structure in a non-equilibrium geometry.

The HOMO energy comes out at -6.07 eV. Its gap between HOMO and LUMO is 0.2212 Eh. Its strongest force on any atom is 9.61 eV Å⁻¹. As for the energy above the lowest of the compared OMol25 structures with the same formula, charge and spin: 8.9 kcal per mole. The value obtained for the calculated total energy is -54276.78894 eV. As for the spin multiplicity: 1.

Geometry as XYZ:
```
72
C16H40LiN2O12P (ωB97M-V/def2-TZVPD)
C -4.6598 -3.6514 0.2200
N -3.8238 -2.4794 0.3640
C -3.8848 -1.7534 -0.8640
C -4.3788 -1.6584 1.5480
C -2.3938 -2.8434 0.6260
C -1.9498 -3.3844 1.9820
O -0.5988 -3.2064 2.0360
H -5.6457 -3.5084 -0.0910
H -4.7497 -4.4534 0.8990
H -4.1718 -4.3154 -0.4350
H -4.9308 -1.3534 -1.4100
H -3.2067 -2.1754 -1.5650
H -3.2458 -0.8744 -0.7300
H -4.6018 -2.2324 2.5760
H -5.2407 -1.1334 1.1220
H -3.8188 -0.8074 1.5450
H -1.6157 -1.9734 0.3610
H -1.9847 -3.6334 -0.1050
H -2.2407 -4.4974 2.1280
H -2.2088 -2.7494 3.0540
H -0.2377 -2.2044 1.9980
C 5.8903 3.7066 2.7050
N 4.8302 2.6516 2.6900
C 5.4282 1.3076 2.9090
C 3.8633 2.9126 3.7580
C 4.1752 2.8026 1.3410
C 3.2002 1.5826 1.1230
O 2.7092 1.6756 -0.1940
H 6.3452 3.5806 3.7330
H 5.3173 4.6356 2.6920
H 6.5602 3.6126 1.7390
H 5.8822 1.2306 3.9100
H 6.2593 1.1306 2.3190
H 4.9952 0.4646 2.9360
H 4.4853 2.8436 4.6330
H 3.1112 2.1156 3.8320
H 3.3702 3.9086 3.7150
H 4.8832 2.8826 0.7590
H 3.8143 3.8446 1.2820
H 2.5463 1.4106 1.8170
H 3.6092 0.5396 1.0720
H 1.6352 1.4996 -0.1440
Li -0.8728 0.4126 -1.0420
P -0.4318 0.3456 1.3950
O -1.6968 0.2576 0.6070
O 0.4453 0.7146 -0.0010
O -0.1088 -0.9034 1.9830
O -0.4198 1.5316 2.2060
C -2.8408 1.5316 -4.4620
O -2.4808 2.5426 -3.6230
C -1.4958 2.4436 -2.7810
O -0.9288 1.4466 -2.7720
O -1.4038 3.5396 -1.9530
C -0.4858 3.4756 -0.8680
H -2.0898 1.2456 -5.0620
H -3.4498 1.7936 -5.3210
H -3.3408 0.7296 -3.8650
H 0.5853 3.1816 -1.1800
H -0.7758 2.9556 0.0420
H -0.3468 4.5456 -0.6190
C 1.3012 -1.8594 -1.2400
O 0.9342 -2.5584 -2.4560
C -0.0977 -2.2224 -3.0650
O -0.8968 -1.4734 -2.5780
O -0.2578 -3.0074 -4.1320
C -1.4348 -2.7474 -4.9490
H 1.6632 -0.8854 -1.3340
H 2.3062 -2.3014 -0.7460
H 0.5312 -1.9404 -0.5620
H -1.3047 -2.0144 -5.7870
H -2.1037 -2.5794 -4.2670
H -1.8257 -3.6534 -5.4550
```